The following is a quantum chemistry calculation of C23H37Br2Cl3FMgN7O8 as an isolated structure at a distorted geometry, from OMol25.

```
82
C23H37Br2Cl3FMgN7O8 (ωB97M-V/def2-TZVPD)
C 0.353 -0.084 2.489
C 1.445 -0.535 1.882
N 2.374 -1.234 0.908
C 2.082 -0.461 -0.379
C 1.336 -1.430 -1.460
O -0.061 -1.187 -1.786
C -0.967 -1.771 -0.804
C -2.495 -1.137 -0.868
C -2.976 -0.747 0.625
C -4.496 -1.275 0.976
N 1.504 -2.734 -0.719
Cl 2.264 -3.928 -1.705
C 1.898 -2.649 0.700
N 1.867 -3.542 1.696
C 1.332 -4.915 1.397
C 2.103 -6.017 0.906
H -0.693 0.164 2.931
H 1.389 0.464 -0.293
H 3.127 -0.116 -0.723
H 1.991 -1.367 -2.423
H -1.102 -2.918 -0.933
H -0.569 -1.471 0.247
H -3.202 -1.966 -1.328
H -2.449 -0.210 -1.555
H -2.310 -1.159 1.472
H -2.903 0.416 0.708
H -4.823 -0.673 1.898
H -4.344 -2.375 1.341
H -5.195 -1.191 0.069
H 2.187 -3.242 2.648
H 0.197 -5.058 1.537
H 1.537 -6.819 0.277
H 3.246 -6.142 1.033
C 5.517 -1.875 1.188
C 6.686 -1.198 1.763
N 7.604 -0.668 2.215
H 4.998 -2.485 1.933
H 4.792 -1.160 0.792
H 5.801 -2.538 0.366
C 3.204 3.081 1.884
O 3.282 1.996 1.277
O 2.258 3.045 2.840
O 3.849 4.164 1.747
H 2.028 2.119 2.625
O 1.001 1.646 -2.830
H 0.622 0.738 -2.638
H 1.456 1.675 -3.711
H 1.600 1.946 -2.105
C -5.860 -3.109 -5.733
C -5.388 -2.270 -4.727
C -5.944 -2.327 -3.452
C -6.973 -3.233 -3.194
C -7.456 -4.071 -4.200
C -6.895 -4.005 -5.472
N -7.545 -3.314 -1.847
O -7.108 -2.549 -0.993
O -8.425 -4.145 -1.649
H -5.420 -3.066 -6.725
H -4.582 -1.572 -4.937
H -5.565 -1.666 -2.678
H -8.259 -4.776 -4.010
H -7.261 -4.655 -6.261
Cl 3.644 5.973 1.621
F 4.835 3.028 0.095
C -1.630 3.406 1.161
O -1.815 2.620 2.084
N -0.965 3.063 0.036
N -2.079 4.684 1.190
H -0.803 3.690 -0.732
H -0.604 2.088 -0.024
H -2.581 4.977 2.014
H -1.938 5.343 0.445
Mg -2.341 -3.790 -1.800
Cl -0.289 1.054 -1.201
Br 6.914 7.590 2.033
C 6.360 8.700 3.537
C 6.462 7.947 4.841
Br 4.983 6.695 5.053
H 5.351 9.052 3.319
H 7.046 9.550 3.530
H 6.379 8.631 5.688
H 7.383 7.369 4.936
```

The LUMO energy comes out at -2.172 eV. The molar mass comes out at 849.060 g mol⁻¹. The max |F| is 7.32 eV/A.



The following is a quantum chemistry calculation of a 2-piece molecular cluster, C2H9N2PS overall at a distorted geometry, from OMol25.

```
15
C2H9N2PS (ωB97M-V/def2-TZVPD)
H -2.134 2.912 -1.274
N -2.134 2.154 -0.568
N -3.215 1.985 -0.037
H -4.166 2.514 -0.218
C 0.027 -0.617 -1.043
P 1.109 0.019 0.317
C 2.380 -1.345 0.434
S -0.057 -0.241 2.104
H -0.840 0.014 -0.810
H 0.410 -0.133 -1.994
H -0.441 -1.573 -0.855
H 3.419 -1.009 0.155
H 2.390 -1.669 1.424
H 2.220 -2.173 -0.341
H 1.030 -0.838 2.706
```

The LUMO energy comes out at 0.768 eV. As for the SMILES: [H]/N=N\[H].CP(C)S. As for the energy above the lowest of the compared OMol25 structures with the same formula, charge and spin: 2.380 eV. The molar mass comes out at 124.149 g mol⁻¹. The max |F| is 3.10 eV/A.



The following is a quantum chemistry calculation of C5H5Br2N as an isolated structure at a distorted geometry, from OMol25.

```
13
C5H5Br2N (ωB97M-V/def2-TZVPD)
C 0.848 -0.392 1.292
C 0.941 -0.567 -0.978
C -0.127 0.621 0.850
C -0.095 0.585 -0.725
C -1.354 0.181 -0.007
N 1.395 -1.106 0.395
Br -2.065 -1.774 -0.133
Br -2.922 1.331 -0.015
H 1.241 -0.362 2.303
H 0.529 -1.443 -1.554
H 1.895 -0.147 -1.472
H -0.336 1.561 1.438
H 0.049 1.512 -1.395
```

The LUMO energy comes out at -0.004 eV. As for the energy above the lowest of the compared OMol25 structures with the same formula, charge and spin: 1.286 eV. The molar mass comes out at 238.910 g mol⁻¹. The max |F| is 2.49 eV/A.



The following is a quantum chemistry calculation of a 7-piece molecular cluster, C28H46BrO22P overall at a distorted geometry, from OMol25.

```
98
C28H46BrO22P (ωB97M-V/def2-TZVPD)
C -0.349 -0.217 5.293
C -0.319 0.075 3.866
C -1.583 0.356 3.004
C -2.693 1.125 3.398
C -3.879 1.221 2.337
O -5.045 1.215 2.746
C -3.454 1.269 0.797
P -4.533 2.297 -0.355
O -5.609 3.218 0.641
Br -3.341 3.863 -1.472
C -2.321 0.517 0.385
C -1.833 0.523 -1.121
C -0.421 -0.220 -1.325
O 0.568 0.501 -0.527
C -1.603 -0.301 1.540
O -1.081 -1.432 1.415
H -0.635 -1.261 5.649
H -0.122 0.627 6.013
H 0.690 0.062 3.327
H -2.708 1.627 4.406
H -5.068 4.018 0.856
H -2.635 0.147 -1.826
H -1.630 1.613 -1.392
H -0.077 -0.115 -2.404
H -0.483 -1.319 -1.022
H 1.343 -0.071 -0.363
C 4.368 -0.553 -4.125
O 5.128 -1.680 -3.686
C 4.639 -2.279 -2.591
O 3.654 -1.948 -1.981
O 5.440 -3.312 -2.292
C 5.039 -4.049 -1.138
H 4.853 -0.149 -5.014
H 3.353 -0.854 -4.393
H 4.352 0.223 -3.358
H 4.050 -4.487 -1.285
H 5.051 -3.413 -0.251
H 5.757 -4.856 -0.994
C -3.758 -3.056 2.229
O -4.772 -3.192 3.222
C -6.020 -3.039 2.756
O -6.325 -2.806 1.614
O -6.869 -3.189 3.783
C -8.243 -3.049 3.429
H -2.792 -3.200 2.713
H -3.874 -3.819 1.456
H -3.777 -2.058 1.787
H -8.534 -3.812 2.704
H -8.441 -2.049 3.038
H -8.835 -3.190 4.334
C 7.010 -1.780 -10.488
O 6.331 -2.538 -9.489
C 6.762 -2.310 -8.239
O 7.639 -1.548 -7.922
O 6.047 -3.079 -7.407
C 6.401 -2.939 -6.030
H 6.580 -2.045 -11.454
H 6.864 -0.710 -10.326
H 8.073 -2.027 -10.503
H 6.233 -1.918 -5.693
H 7.440 -3.232 -5.869
H 5.762 -3.604 -5.451
C 7.700 4.754 -2.141
O 6.656 3.795 -2.301
C 6.277 3.201 -1.160
O 6.735 3.412 -0.067
O 5.299 2.331 -1.451
C 4.793 1.618 -0.324
H 7.924 5.168 -3.125
H 7.379 5.568 -1.488
H 8.603 4.280 -1.752
H 4.356 2.305 0.403
H 5.580 1.017 0.137
H 4.010 0.946 -0.678
C -8.264 7.115 -4.945
O -7.513 5.982 -4.515
C -8.008 5.377 -3.424
O -8.994 5.710 -2.817
O -7.215 4.338 -3.130
C -7.625 3.595 -1.981
H -7.773 7.522 -5.829
H -9.280 6.824 -5.217
H -8.277 7.885 -4.172
H -8.616 3.163 -2.135
H -7.613 4.225 -1.090
H -6.914 2.782 -1.838
C -1.734 -3.430 9.751
O -0.415 -3.509 10.288
C 0.418 -2.558 9.840
O 0.141 -1.687 9.056
O 1.613 -2.747 10.418
C 2.606 -1.799 10.030
H -2.317 -4.244 10.182
H -2.206 -2.484 10.025
H -1.717 -3.552 8.666
H 2.306 -0.789 10.316
H 2.795 -1.857 8.957
H 3.526 -2.049 10.558
```

The LUMO energy comes out at -1.546 eV. As for the SMILES: C=CC1=CC(=O)C(P(O)Br)=C(CCO)C1=O.COC(=O)OC.COC(=O)OC.COC(=O)OC.COC(=O)OC.COC(=O)OC.COC(=O)OC. As for the energy above the lowest of the compared OMol25 structures with the same formula, charge and spin: 3.673 eV. The molar mass comes out at 845.532 g mol⁻¹. The max |F| is 3.84 eV/A.



- Among the records above, which one has the lowest max |F|?
  C5H5Br2N